1.
A cluster of 2 separate species, C3H11NS in total. Source: the OMol25 dataset; level of theory: ωB97M-V/def2-TZVPD.

Geometry as XYZ:
```
16
Properties=species:S:1:pos:R:3:forces:R:3
C -4.533 1.413 1.247 -2.6 -0.6 1.0
N -5.476 1.710 0.082 1.3 0.9 0.8
H -5.073 0.752 2.044 1.1 0.5 -1.8
H -3.823 0.891 0.583 0.7 0.1 1.8
H -4.260 2.306 1.905 0.4 -0.9 -1.4
H -6.266 2.293 0.311 -0.4 0.0 0.6
H -4.837 2.384 -0.341 -0.6 -0.1 -1.0
C 4.174 -2.521 -0.164 -0.1 -0.2 0.2
S 2.673 -1.816 -0.848 -1.1 0.5 -0.5
C 3.308 -0.153 -1.119 3.1 1.8 -1.6
H 4.489 -3.258 -0.910 0.4 0.0 0.6
H 4.907 -1.719 -0.059 0.0 -0.3 0.0
H 3.955 -2.943 0.834 0.3 0.0 -0.7
H 2.837 0.672 -1.838 0.3 -2.3 1.7
H 4.408 -0.284 -1.618 -2.5 0.3 1.1
H 3.518 0.272 -0.109 -0.3 0.1 -0.9
```
Forces are in eV/Å.

Computed properties:
SMILES string: CSC.CN
Multiplicity: 1
Frontier orbital gap (eV): 9.4

2.
A cluster of 2 separate species, C3H11NS in total. Source: the OMol25 dataset; level of theory: ωB97M-V/def2-TZVPD.

Geometry as XYZ:
```
16
Properties=species:S:1:pos:R:3:forces:R:3
C -0.275 2.116 -0.451 0.3 -0.3 0.9
N -0.494 0.650 -0.354 -0.3 0.5 -0.5
C -1.905 0.290 -0.196 -0.5 1.0 -2.1
C 0.042 0.008 -1.572 -1.1 0.6 -0.1
H -0.629 2.663 0.447 0.0 -0.6 -0.4
H -0.753 2.586 -1.324 0.1 -0.2 -0.1
H 0.816 2.278 -0.467 -0.4 0.0 -0.3
H -2.097 -0.740 -0.457 0.4 -0.5 0.2
H -2.279 0.464 0.782 -0.2 0.3 0.9
H -2.580 0.841 -0.951 0.8 -0.3 0.9
H 0.036 -1.079 -1.426 0.0 0.3 -0.2
H 1.066 0.360 -1.720 -0.2 -0.2 -0.2
H -0.631 0.298 -2.452 1.0 -0.4 0.7
S 1.289 -1.589 1.299 0.1 0.5 0.2
H 0.453 -0.556 0.956 0.2 -0.3 0.0
H 2.269 -0.718 1.620 -0.2 -0.3 0.0
```
Forces are in eV/Å.

Computed properties:
SMILES string: CN(C)C.S
Multiplicity: 1
Frontier orbital gap (eV): 9.9

3.
A structure of composition C3H11NSi2. Source: the OMol25 dataset; level of theory: ωB97M-V/def2-TZVPD.

Geometry as XYZ:
```
17
Properties=species:S:1:pos:R:3:forces:R:3
C -0.779 1.548 0.069 3.2 -1.1 -2.8
C -1.441 0.293 -0.439 -0.7 -0.1 -2.1
C 2.178 -1.541 -0.185 2.5 -2.5 0.3
N 1.215 -0.577 0.004 0.5 3.7 0.1
Si 1.126 1.041 -0.040 -3.3 -0.9 0.6
Si -2.159 -0.939 0.736 2.2 -3.8 -5.8
H -0.833 2.316 -0.716 -0.1 0.3 0.5
H -0.970 1.925 1.003 -1.0 0.9 2.2
H -2.011 0.538 -1.381 -0.2 -0.3 1.2
H -0.638 -0.342 -0.871 -0.7 0.2 0.3
H 3.302 -1.382 0.169 -2.3 -0.2 0.1
H 1.703 -2.483 0.218 1.2 0.5 -0.2
H 2.383 -1.736 -1.237 -0.4 -0.1 -0.4
H 1.645 2.368 -0.255 1.6 0.4 -0.1
H -1.029 -2.345 0.247 -1.8 1.9 1.3
H -1.886 -0.578 1.974 0.2 0.9 4.1
H -3.325 -1.580 0.134 -0.8 0.2 0.7
```
Forces are in eV/Å.

Computed properties:
Multiplicity: 1
Frontier orbital gap (eV): 8.9

4.
A cluster of 2 separate species, C3H11O in total. Source: the OMol25 dataset; level of theory: ωB97M-V/def2-TZVPD.

Geometry as XYZ:
```
15
Properties=species:S:1:pos:R:3:forces:R:3
O 1.528 -1.155 -1.607 -0.1 2.0 -1.8
H 2.058 -1.904 -1.914 0.2 -0.4 0.5
H 1.142 -0.919 -0.756 -0.3 -0.7 1.5
H 1.611 -0.294 -2.092 0.3 -0.9 -0.2
C 0.634 0.976 0.777 -1.9 1.2 1.1
C -0.580 0.467 -0.012 -1.3 2.1 1.1
C -1.654 -0.286 0.808 -0.3 -2.4 0.6
H 1.480 0.337 0.855 0.7 -0.9 0.3
H 1.011 1.964 0.508 -0.1 -0.1 -0.4
H 0.162 1.117 1.770 1.0 -0.1 -0.1
H -1.156 1.313 -0.453 0.6 0.0 0.5
H -0.292 0.059 -0.926 0.1 -1.7 -1.6
H -2.428 0.336 1.338 1.2 -0.2 -0.6
H -1.278 -1.068 1.585 -0.2 1.6 -1.2
H -2.237 -0.944 0.120 0.2 0.6 0.3
```
Forces are in eV/Å.

Computed properties:
Multiplicity: 1
Frontier orbital gap (eV): 10.3
Charge: +1

5.
A cluster of 2 separate species, C3H11O in total. Source: the OMol25 dataset; level of theory: ωB97M-V/def2-TZVPD.

Geometry as XYZ:
```
15
Properties=species:S:1:pos:R:3:forces:R:3
O -0.807 -1.733 -1.350 0.9 0.2 0.4
H 0.017 -1.756 -0.753 -1.1 -0.1 -1.3
H -1.542 -1.334 -0.847 -0.4 -0.2 -0.1
H -0.703 -1.287 -2.233 0.2 -0.5 0.3
C -0.057 -0.341 1.312 1.0 -1.1 -0.4
C 0.724 0.955 0.863 -1.5 2.2 0.0
C 0.366 1.509 -0.462 0.8 -0.5 0.8
H -1.093 -0.258 1.001 -0.1 0.3 -0.1
H 0.014 -0.388 2.412 0.3 0.1 -0.2
H 0.435 -1.234 0.902 -0.2 -0.2 0.6
H 1.816 0.637 0.843 0.3 -0.5 0.9
H 0.621 1.728 1.660 0.8 -0.1 -0.5
H 0.828 2.516 -0.580 -0.6 0.0 0.2
H 0.719 0.836 -1.257 -0.4 -0.2 -0.1
H -0.741 1.629 -0.595 0.1 0.5 -0.3
```
Forces are in eV/Å.

Computed properties:
Multiplicity: 2
Expectation value of S²: 0.7528
Frontier orbital gap (spin up / spin down) (eV): 13.5 / 6.6
Charge: +2

6.
A cluster of 3 separate species, C3H11O2S in total. Source: the OMol25 dataset; level of theory: ωB97M-V/def2-TZVPD.

Geometry as XYZ:
```
17
Properties=species:S:1:pos:R:3:forces:R:3
C -2.117 0.453 -0.531 2.3 1.2 -0.3
C -1.691 0.799 0.913 -3.7 -0.9 -0.4
C -1.383 -0.415 1.813 -0.2 2.0 0.0
S 0.279 -1.022 1.536 0.4 -0.5 0.2
H -2.967 -0.208 -0.671 0.2 -0.4 0.3
H -2.386 1.409 -0.998 -0.1 -0.1 -0.2
H -1.162 0.145 -1.000 -0.9 -0.5 -0.4
H -2.694 1.163 1.253 0.6 0.4 0.6
H -1.015 1.642 0.925 0.5 -0.2 0.2
H -1.588 0.033 2.799 0.7 -0.5 0.3
H -2.217 -1.117 1.716 0.3 -0.4 -0.4
H 1.911 1.071 -2.294 0.0 -0.7 -0.7
H 1.903 0.314 -3.660 -0.1 -0.4 0.3
O 1.984 1.179 -3.266 0.1 1.2 -0.1
H 1.623 -0.221 -0.178 -0.6 -0.4 -0.5
H 2.987 -0.333 -0.812 0.1 0.0 -0.2
O 2.062 -0.269 -1.072 0.2 0.2 1.1
```
Forces are in eV/Å.

Computed properties:
Multiplicity: 1
Frontier orbital gap (eV): 6.6
Charge: -1

7.
A cluster of 3 separate species, C3H11O3 in total. Source: the OMol25 dataset; level of theory: ωB97M-V/def2-TZVPD.

Geometry as XYZ:
```
17
Properties=species:S:1:pos:R:3:forces:R:3
C 1.084 0.127 -0.397 0.0 0.3 -3.2
O 1.145 0.182 0.913 0.4 0.1 1.9
C -0.397 -0.155 -0.878 -0.1 1.2 0.4
C -0.673 -0.277 -2.409 -0.3 -2.4 1.1
H 1.708 -0.638 -0.938 -0.1 -0.4 0.7
H 1.615 1.061 -0.961 -1.6 -0.9 0.9
H -1.024 0.629 -0.381 0.5 0.0 -0.9
H -0.862 -1.019 -0.333 1.0 0.0 -0.6
H -0.330 0.523 -3.065 0.1 -0.1 0.2
H -1.754 -0.382 -2.430 -0.4 0.4 -0.6
H -0.366 -1.337 -2.765 0.1 1.9 0.3
H 0.063 2.039 2.873 -1.0 0.1 -1.3
H 0.301 1.234 1.519 -1.3 1.3 0.4
O -0.388 2.015 1.982 2.4 -1.5 0.7
H 0.457 -0.888 2.043 0.2 0.5 0.7
H -0.575 -1.816 2.388 -3.2 -2.8 -1.8
O -0.005 -1.299 2.839 3.1 2.4 1.2
```
Forces are in eV/Å.

Computed properties:
Multiplicity: 1
Frontier orbital gap (eV): 8.1
Charge: -1

8.
A cluster of 3 separate species, C3H11O3 in total. Source: the OMol25 dataset; level of theory: ωB97M-V/def2-TZVPD.

Geometry as XYZ:
```
17
Properties=species:S:1:pos:R:3:forces:R:3
C -0.573 0.777 0.599 0.1 -0.6 -0.9
O -0.975 0.152 -0.578 0.1 0.0 0.6
C 0.965 0.621 0.762 -0.4 0.3 0.8
C 1.699 1.634 -0.121 0.1 -1.5 0.0
H -0.887 1.843 0.582 0.3 0.1 0.2
H -1.053 0.352 1.501 -0.1 -0.1 0.2
H 1.338 0.704 1.798 -0.3 0.3 0.0
H 1.129 -0.435 0.530 0.4 0.2 -0.4
H 2.768 1.380 -0.172 -0.1 0.4 0.0
H 1.267 1.487 -1.110 0.1 0.5 -0.2
H 1.540 2.640 0.262 0.1 0.1 -0.2
H -2.837 -2.387 0.402 0.1 -0.9 0.6
H -2.292 -1.098 -0.100 0.4 0.8 -0.8
O -3.074 -1.684 -0.180 -0.4 0.4 -0.1
H 0.180 -1.265 -1.174 -0.6 0.4 0.9
H 0.321 -2.527 -1.939 -0.1 -0.6 -0.5
O 0.486 -2.193 -1.065 0.4 0.1 -0.2
```
Forces are in eV/Å.

Computed properties:
Multiplicity: 1
Frontier orbital gap (eV): 7.4
Charge: -1

9.
A cluster of 3 separate species, C3H11O3S2 in total. Source: the OMol25 dataset; level of theory: ωB97M-V/def2-TZVPD.

Geometry as XYZ:
```
19
Properties=species:S:1:pos:R:3:forces:R:3
C 0.452 0.015 1.631 2.5 -0.9 -0.4
C 1.127 0.408 0.321 -0.8 0.9 -0.5
O 2.330 -0.300 0.040 0.3 -0.1 -0.1
C -0.534 -1.115 1.476 -0.2 -0.2 0.5
S -2.140 -0.487 0.893 -0.1 -0.2 0.5
S -2.187 -0.886 -1.137 0.3 0.1 -0.4
H 0.124 0.887 2.114 -1.4 1.1 0.5
H 1.291 -0.251 2.309 -0.1 -0.3 -0.2
H 0.402 0.345 -0.488 -0.2 -0.7 -0.2
H 1.355 1.479 0.226 0.5 -0.2 0.7
H -0.655 -1.646 2.431 -0.4 0.4 0.0
H -0.165 -1.918 0.827 -0.1 0.3 -0.4
H 0.864 -1.019 -2.751 -0.1 0.0 0.1
H 0.385 -1.465 -4.113 -0.1 0.0 0.1
H 2.175 -1.242 0.159 -0.2 0.0 0.0
O 1.192 -1.328 -3.607 0.1 0.0 -0.1
H -2.408 2.345 -0.535 0.0 0.1 -0.2
H -1.576 2.968 0.510 0.0 0.2 0.0
O -2.033 3.212 -0.305 0.0 -0.4 0.1
```
Forces are in eV/Å.

Computed properties:
Multiplicity: 2
Expectation value of S²: 0.7519
Frontier orbital gap (spin up / spin down) (eV): 2.1 / 5.2
Charge: -2

10.
A structure of composition C3H12BrN6O3Y. Source: the OMol25 dataset; level of theory: ωB97M-V/def2-TZVPD.

Geometry as XYZ:
```
26
Properties=species:S:1:pos:R:3:forces:R:3
Y 3.593 0.483 1.901 -2.0 0.5 -1.5
Br 1.390 1.313 0.262 2.0 -0.3 1.7
C -1.167 0.827 3.639 -1.4 0.5 0.9
O -1.636 0.540 4.684 -0.8 -0.7 4.5
N -1.204 -0.037 2.687 1.0 -3.9 -4.2
N -0.788 2.032 3.331 1.5 2.2 -0.5
H -0.752 0.156 1.804 0.0 -0.4 0.1
H -1.110 -0.976 3.046 -0.4 -0.1 -0.5
H -0.543 2.152 2.359 0.0 1.3 0.5
H -0.974 2.639 4.116 0.3 0.9 -0.9
C -1.200 -1.714 -0.439 2.5 -1.7 2.4
O -0.066 -2.180 -0.252 0.0 0.8 -1.0
N -2.275 -2.402 -0.203 -3.0 -4.1 0.2
N -1.571 -0.477 -0.536 0.2 5.1 -1.1
H -3.203 -2.023 -0.326 0.2 -0.5 0.0
H -2.163 -3.392 -0.042 -0.3 0.2 -0.1
H -2.553 -0.285 -0.395 0.5 0.5 -0.1
H -0.906 0.280 -0.466 -0.3 -0.2 -0.3
C 2.215 0.151 -3.635 1.5 2.4 -0.1
O 2.487 -0.332 -4.686 0.2 -1.5 -2.0
N 2.553 1.441 -3.338 -0.3 1.1 1.0
N 1.686 -0.477 -2.595 -1.1 -2.1 1.1
H 2.304 1.713 -2.398 0.4 0.6 -0.4
H 3.200 1.999 -3.878 -0.4 -0.4 0.0
H 1.400 -1.412 -2.850 -0.3 0.1 0.6
H 1.285 -0.020 -1.788 0.1 -0.4 -0.5
```
Forces are in eV/Å.

Computed properties:
Multiplicity: 2
Expectation value of S²: 0.7507
Frontier orbital gap (spin up / spin down) (eV): 5.5 / 5.0
Charge: +1

11.
A structure of composition C3H12KO7P. Source: the OMol25 dataset; level of theory: ωB97M-V/def2-TZVPD.

Geometry as XYZ:
```
24
Properties=species:S:1:pos:R:3:forces:R:3
K 0.360 0.539 0.251 -0.7 1.1 -0.5
P -1.474 3.081 -0.917 1.8 1.9 0.5
O -1.682 4.634 -0.995 0.5 -1.5 -0.5
O -0.485 2.403 -1.867 1.9 0.1 0.4
O -2.760 2.454 -1.290 -5.0 -1.1 -1.3
O -1.351 2.674 0.548 1.5 -0.6 1.3
C -2.818 -1.900 -0.278 -0.8 -0.4 0.0
O -2.110 -0.720 -0.503 0.5 -0.1 0.4
H -2.226 -2.779 -0.534 -0.1 -0.3 0.0
H -3.172 -1.988 0.749 0.6 0.3 0.3
H -3.766 -1.928 -0.815 0.0 0.0 -0.5
H -1.983 -0.631 -1.451 -0.2 0.6 -0.1
C 0.908 -2.821 -1.105 1.1 0.1 0.2
O 1.215 -1.527 -1.598 -0.3 0.1 0.1
H -0.152 -2.960 -0.894 0.1 -0.2 -0.1
H 1.357 -3.569 -1.760 -0.6 -0.3 -0.3
H 1.500 -2.937 -0.197 -0.3 0.1 0.3
H 0.551 -1.302 -2.254 0.1 0.3 -0.2
C 3.364 1.362 2.437 -0.4 0.8 0.9
O 2.144 1.889 1.987 -0.6 0.2 -0.8
H 3.089 0.464 2.990 1.0 -0.5 -0.2
H 4.067 1.293 1.606 -0.2 -0.5 0.1
H 3.772 2.098 3.131 0.5 -0.2 0.2
H 1.651 2.173 2.760 -0.3 0.2 -0.2
```
Forces are in eV/Å.

Computed properties:
Multiplicity: 2
Expectation value of S²: 0.7639
Frontier orbital gap (spin up / spin down) (eV): 4.8 / 4.3
Charge: -1

12.
A cluster of 2 separate species, C3H12N2 in total. Source: the OMol25 dataset; level of theory: ωB97M-V/def2-TZVPD.

Geometry as XYZ:
```
17
Properties=species:S:1:pos:R:3:forces:R:3
C 0.423 0.810 0.768 1.8 -3.3 -1.9
C -1.023 0.770 1.098 0.7 4.8 2.2
C -1.808 1.947 0.724 -0.6 -1.5 -2.2
N 1.121 -2.187 -2.153 0.2 0.8 0.3
N 0.911 -0.791 0.429 -2.4 2.8 1.0
H 1.144 0.922 1.591 -0.9 0.8 0.5
H 0.706 1.436 -0.077 -0.2 -0.1 0.0
H -1.346 0.386 2.074 -0.2 -1.5 -0.6
H 1.260 -1.401 -2.786 -0.2 -0.1 -0.2
H -2.894 1.760 0.656 0.1 0.0 0.9
H -1.614 2.698 1.532 -0.1 -0.3 0.3
H 1.832 -2.852 -2.448 0.0 -0.1 0.4
H -1.585 2.405 -0.247 0.6 0.0 0.3
H 0.223 -2.605 -2.378 0.0 0.0 -0.1
H 1.530 -1.069 1.189 0.2 -0.4 -0.3
H 1.151 -1.093 -0.553 0.5 -0.4 -0.7
H -0.032 -1.136 0.581 0.5 -1.7 0.1
```
Forces are in eV/Å.

Computed properties:
Multiplicity: 1
Frontier orbital gap (eV): 5.7
Charge: +2

13.
A cluster of 2 separate species, C3H12N2O in total. Source: the OMol25 dataset; level of theory: ωB97M-V/def2-TZVPD.

Geometry as XYZ:
```
18
Properties=species:S:1:pos:R:3:forces:R:3
N 0.942 0.655 1.080 0.4 -0.2 0.1
C 0.015 0.162 0.042 1.0 -1.5 -0.7
C -1.284 0.966 0.318 -0.4 -0.4 -2.3
C 0.689 0.353 -1.384 -1.5 0.4 -0.2
N 0.999 -0.922 -2.141 -0.2 2.0 -1.0
H 1.614 -0.057 1.330 0.2 0.0 0.1
H 1.451 1.487 0.756 -0.3 -0.5 0.2
H 0.004 -1.026 0.029 -0.8 2.6 1.0
H -2.210 0.442 -0.056 0.9 0.6 0.2
H -1.400 1.165 1.356 0.0 -0.2 0.9
H -1.194 1.992 -0.163 -0.2 -1.1 0.3
H 1.535 1.008 -1.159 0.3 -0.2 -0.5
H 0.012 0.945 -2.068 0.5 -0.6 0.7
H 0.960 -0.563 -3.145 0.5 -1.2 1.6
H 1.943 -1.266 -1.935 -0.4 0.3 -0.2
H -1.494 -1.023 2.268 -0.2 0.4 0.0
H -1.629 -2.495 2.548 0.3 0.1 0.0
O -0.953 -1.820 2.326 -0.1 -0.6 0.1
```
Forces are in eV/Å.

Computed properties:
Multiplicity: 2
Expectation value of S²: 0.7504
Frontier orbital gap (spin up / spin down) (eV): 2.3 / 9.2
Charge: -1

14.
A cluster of 3 separate species, C3H12N2O in total. Source: the OMol25 dataset; level of theory: ωB97M-V/def2-TZVPD.

Geometry as XYZ:
```
18
Properties=species:S:1:pos:R:3:forces:R:3
C -0.990 0.771 -0.714 0.1 -0.6 -2.8
C 0.703 -1.251 -1.718 -0.6 -0.4 0.3
N 0.760 0.169 -1.459 -1.1 0.8 1.5
O -1.749 0.873 0.420 0.3 -0.3 0.2
H -1.866 1.790 0.702 0.5 -0.2 0.0
H 0.740 0.639 -2.365 -0.4 0.3 0.3
H -1.409 -0.061 -1.269 -0.2 0.1 -0.2
H -0.962 1.720 -1.245 0.2 -0.1 -0.1
H 1.021 -1.794 -0.822 0.0 -0.1 -0.2
H 1.346 -1.548 -2.559 0.0 0.2 0.2
H -0.314 -1.626 -1.966 0.2 0.1 0.0
C 0.170 -0.357 2.218 0.6 0.1 0.0
N 0.701 0.660 1.334 0.9 -0.6 0.1
H 0.556 1.630 1.601 0.6 -0.7 -0.5
H 1.184 0.332 0.458 -0.8 1.4 1.4
H -0.608 0.027 2.885 0.0 0.0 -0.3
H -0.225 -1.188 1.631 -0.3 0.0 0.1
H 0.941 -0.787 2.867 0.0 0.0 0.1
```
Forces are in eV/Å.

Computed properties:
Multiplicity: 1
Frontier orbital gap (eV): 8.4

The calculation returns the following E_tot values, one per record and in order: -573.7595, -573.8028, -754.4580, -195.7796, -195.2313, -669.5909, -346.6105, -346.6314, -1142.9108, -3287.8414, -1589.5146, -230.2176, -306.1553, -306.0895 Ha.